(1)
The following is a DFT calculation (wB97M-V/def2-TZVPD) of a molecular structure, C31H57N6RhS2Si4 at a distorted geometry.

Element x y z (Å)
Rh: -0.5624 0.2079 0.4106
C: -3.5739 0.8360 2.5985
N: -2.4827 1.6492 2.0650
C: -3.0301 2.5565 1.0558
C: -1.9369 3.2605 0.2759
N: -1.2058 2.3781 -0.6479
C: 0.0658 3.0356 -0.9781
C: -1.9877 2.0686 -1.8286
C: -2.1213 3.0012 -2.8515
C: -2.8210 2.7122 -4.0101
C: -3.4093 1.4645 -4.1588
C: -3.3149 0.5379 -3.1394
C: -2.6089 0.8192 -1.9648
S: -2.5776 -0.4055 -0.7168
C: -1.8112 2.3622 3.1220
C: -2.5155 3.1787 3.9994
C: -1.8844 3.8561 5.0296
C: -0.5127 3.7216 5.2012
C: 0.2053 2.9216 4.3374
C: -0.4225 2.2342 3.2894
S: 0.5937 1.3066 2.2229
H: -4.4272 1.4383 2.9427
H: -3.2172 0.2458 3.4401
H: -3.9209 0.1690 1.8087
H: -3.6782 3.3173 1.5184
H: -3.6425 1.9625 0.3747
H: -1.2129 3.6756 0.9819
H: -2.3826 4.0976 -0.2792
H: -0.0709 4.0876 -1.2588
H: 0.5447 2.5047 -1.7922
H: 0.7087 2.9948 -0.1017
H: -1.6656 3.9782 -2.7511
H: -2.9019 3.4537 -4.7932
H: -3.9458 1.2222 -5.0666
H: -3.7841 -0.4319 -3.2348
H: -3.5859 3.2916 3.8808
H: -2.4628 4.4817 5.6959
H: -0.0116 4.2484 6.0019
H: 1.2754 2.8115 4.4514
C: -0.0058 -3.3672 -2.3770
Si: 1.6791 -2.6330 -1.8801
C: 2.8277 -2.9213 -3.3764
C: 2.4590 -3.7930 -0.5792
Si: 1.1934 -0.3597 -1.1520
Si: 3.4046 0.5425 -0.5032
C: 4.9221 0.3549 -1.6344
C: 3.7527 -0.4973 1.0523
C: 3.3819 2.3647 0.0278
Si: 1.6205 0.6745 -3.6571
C: 3.2481 0.3012 -4.5694
C: 0.2244 -0.2629 -4.5381
C: 1.3587 2.5304 -4.0248
H: 0.0547 -4.4215 -2.6531
H: -0.4238 -2.8249 -3.2258
H: -0.7280 -3.2753 -1.5633
H: 2.9385 -3.9882 -3.5764
H: 3.8261 -2.5233 -3.1905
H: 2.4470 -2.4588 -4.2858
H: 2.6765 -4.7708 -1.0127
H: 1.8190 -3.9565 0.2869
H: 3.4042 -3.3889 -0.2148
H: 4.9475 -0.6192 -2.1224
H: 5.8442 0.4588 -1.0603
H: 4.9339 1.1168 -2.4126
H: 3.9017 -1.5479 0.8050
H: 2.9120 -0.4291 1.7441
H: 4.6442 -0.1532 1.5831
H: 3.1541 3.0322 -0.8042
H: 4.3458 2.6661 0.4420
H: 2.6337 2.5195 0.8045
H: 3.6886 -0.6482 -4.2786
H: 3.9904 1.0784 -4.3908
H: 3.0668 0.2625 -5.6459
H: 0.4655 -1.3215 -4.6321
H: 0.0636 0.1281 -5.5466
H: -0.7174 -0.1763 -3.9963
H: 1.9340 3.1756 -3.3589
H: 0.3084 2.8108 -3.9514
H: 1.6842 2.7510 -5.0437
C: -0.7051 -1.5339 3.4945
N: -0.7249 -2.7477 4.3018
C: 0.3009 -3.6554 3.7839
N: 0.0716 -3.9918 2.3783
C: 0.0622 -2.7556 1.6029
N: -0.9674 -1.8087 2.0700
C: -2.2700 -2.4952 1.9718
N: -2.3068 -3.7251 2.7547
C: -2.0265 -3.3989 4.1522
C: -1.2487 -4.6151 2.2747
H: 0.2756 -1.0638 3.5891
H: -1.4590 -0.8429 3.8744
H: 0.2938 -4.5763 4.3709
H: 1.2778 -3.1771 3.8857
H: -0.1408 -2.9951 0.5568
H: 1.0434 -2.2789 1.6830
H: -2.4657 -2.7293 0.9235
H: -3.0533 -1.8314 2.3350
H: -2.0342 -4.3185 4.7415
H: -2.8093 -2.7372 4.5323
H: -1.4484 -4.8739 1.2325
H: -1.2516 -5.5294 2.8720

Summary:
maximum force: 2.90 eV Å⁻¹
energy above the lowest of the compared OMol25 structures with the same formula, charge and spin: 25.0 kcal/mol
gap between HOMO and LUMO (spin up / spin down): 6.903 / 4.529 eV
HOMO level (spin up / spin down): -0.23566 / -0.25661 Ha
LUMO level (spin up / spin down): 0.4903 / -2.4537 eV
2S+1: 5

(2)
The following is a DFT calculation (wB97M-V/def2-TZVPD) of a molecular structure, C31H58BrIrN4OP3 at a distorted geometry.

Element x y z (Å)
N: 6.9867 -3.7311 -2.6953
C: 6.0052 -4.3811 -2.0652
C: 4.9049 -3.6924 -1.5292
C: 4.7702 -2.2949 -1.7845
C: 5.8519 -1.6492 -2.4091
C: 6.9307 -2.4075 -2.8608
C: 3.5288 -1.5898 -1.4359
Ir: 2.3036 0.8155 -1.2817
P: -2.5280 3.4388 -1.7030
C: 2.8075 -0.7732 -2.3751
C: 1.2985 -0.7247 -2.2546
C: 0.6184 0.0994 -3.2385
C: -0.7625 -0.0383 -3.3828
C: -1.5321 -1.0176 -2.6905
C: -0.8139 -1.9364 -1.8757
C: 0.5668 -1.8647 -1.7131
Br: -3.3629 -1.0240 -2.7763
H: 2.9804 -1.9248 -0.5449
H: 3.1877 -0.7427 -3.4314
H: 4.1662 -4.2584 -0.9660
H: 5.8463 -0.5661 -2.5293
H: 6.0953 -5.4713 -1.9829
H: 7.7630 -1.9242 -3.3772
H: 1.2347 0.6860 -3.9494
H: 1.1528 -2.6350 -1.2131
H: -1.2221 0.6316 -4.1044
H: -1.3429 -2.7703 -1.4325
P: 2.2420 1.7529 0.6008
C: -3.1944 2.4992 -3.1093
C: -3.8608 3.3731 -4.1850
H: -3.9326 1.7871 -2.7133
H: -2.3577 1.9287 -3.5284
H: -4.2495 2.7361 -4.9969
H: -4.7054 3.9415 -3.7692
H: -3.1550 4.0977 -4.6174
C: -0.8783 3.9426 -2.2380
C: -0.9532 5.3829 -2.7685
H: -0.5113 3.2162 -2.9784
H: -0.2398 3.9014 -1.3479
H: 0.0335 5.7187 -3.1070
H: -1.6574 5.4864 -3.6047
H: -1.3012 6.0604 -1.9748
C: -2.6161 2.3380 -0.2656
C: -3.9485 2.5924 0.4651
H: -1.7571 2.5565 0.3890
H: -2.5440 1.3015 -0.6318
H: -3.8606 2.3719 1.5353
H: -4.2503 3.6442 0.3649
H: -4.7594 1.9877 0.0437
C: 0.8147 1.6694 1.7253
C: 1.1291 1.9709 3.1856
H: 0.3286 0.6878 1.5924
H: 0.1347 2.4268 1.3074
H: 1.6212 1.1272 3.6889
H: 1.7570 2.8588 3.3135
H: 0.1878 2.1735 3.7090
C: 2.1251 3.4271 -0.1255
C: 3.3565 3.5016 -1.0195
H: 2.0549 4.1484 0.7080
H: 1.1975 3.4542 -0.7248
H: 4.2516 3.7860 -0.4406
H: 3.5582 2.5219 -1.5500
H: 3.1774 4.2425 -1.8098
C: 3.7829 1.7196 1.5382
C: 4.1921 0.3029 1.9736
H: 3.5707 2.3788 2.3990
H: 4.5889 2.1885 0.9478
H: 5.2167 0.2822 2.3316
H: 3.5434 0.0053 2.8015
H: 4.0973 -0.4482 1.1808
C: -0.0115 -2.5193 4.1589
N: -1.1987 -3.0349 3.4940
C: -2.0512 -3.8315 4.3586
P: -1.8463 -2.1939 2.2107
O: -0.8338 -1.3946 1.4820
N: -2.6413 -3.4711 1.4646
C: -3.5952 -3.1406 0.3994
C: -1.8052 -4.6227 1.1238
N: -3.1800 -1.2817 2.6287
C: -4.3762 -1.8870 3.2098
C: -2.9851 0.1064 3.0406
H: 0.4485 -3.3234 4.7549
H: -0.2394 -1.6751 4.8345
H: 0.7150 -2.1752 3.4140
H: -2.6247 -3.2164 5.0689
H: -2.7426 -4.4414 3.7740
H: -1.4148 -4.5072 4.9458
H: -3.8245 -4.0649 -0.1565
H: -4.5322 -2.7491 0.8156
H: -3.2005 -2.4005 -0.3231
H: -1.2318 -4.9311 2.0025
H: -2.4485 -5.4560 0.8082
H: -1.1141 -4.4014 0.2915
H: -4.3654 -1.8395 4.3148
H: -5.2634 -1.3317 2.8564
H: -4.4840 -2.9319 2.8987
H: -2.9446 0.1986 4.1422
H: -2.0498 0.5019 2.6218
H: -3.8232 0.7192 2.6715

Summary:
maximum force: 4.54 eV Å⁻¹
energy above the lowest of the compared OMol25 structures with the same formula, charge and spin: 0.0 kcal/mol
gap between HOMO and LUMO (spin up / spin down): 6.466 / 4.669 eV
HOMO level (spin up / spin down): -0.64317 / -0.66735 Ha
LUMO level (spin up / spin down): -11.0360 / -13.4903 eV
2S+1: 6
total charge: +4

(3)
The following is a DFT calculation (wB97M-V/def2-TZVPD) of 5 unconnected molecules or ions with the total composition C31H58ClF2N2O10S at a distorted geometry.

Element x y z (Å)
C: 3.0831 3.9467 0.5323
C: 3.1628 2.6609 -0.4021
C: 2.4532 2.8196 -1.8165
Cl: 1.6635 4.3905 -2.3368
C: 2.4082 1.6346 -2.8261
C: 1.6521 1.8015 -4.2497
O: 2.1161 2.4726 -5.1981
O: 0.3508 1.1608 -4.3924
C: -0.6820 1.9285 -3.7097
C: -1.0233 1.4187 -2.2359
C: -2.5768 0.9607 -2.0643
F: -0.2339 0.3022 -1.8042
C: 3.1356 0.3146 -2.3566
N: 3.1361 -0.8072 -3.3267
C: 1.9379 -1.3580 -3.3615
S: 0.5095 -2.0450 -3.7898
C: 3.8201 0.2298 -0.9305
C: 4.4731 -1.1768 -0.5732
C: 3.4218 -2.4266 -0.6739
C: 3.8809 -3.4883 -1.8023
F: 3.4881 -3.1493 0.5998
N: 3.8226 1.4011 -0.0402
C: 4.5000 1.3711 1.2906
H: 1.9919 4.1164 0.8343
H: 3.7641 3.9397 1.4424
H: 3.3975 4.8626 -0.1036
H: -0.4113 3.0523 -3.7619
H: -1.6462 1.8178 -4.3396
H: -0.9070 2.3202 -1.5205
H: -2.9434 0.4105 -2.9952
H: -3.2472 1.8325 -1.7397
H: -2.5831 0.2089 -1.1901
H: 4.9380 -1.2619 0.4620
H: 5.3108 -1.3654 -1.3475
H: 2.3438 -2.0692 -0.7865
H: 4.8078 -3.1702 -2.3870
H: 4.1353 -4.5063 -1.3216
H: 3.0491 -3.6766 -2.5642
H: 5.1172 2.3483 1.3600
H: 3.6639 1.3801 2.0902
H: 5.2512 0.5296 1.4351
C: -3.1737 -2.6835 -7.0693
O: -3.9168 -1.7330 -7.8193
C: -4.8491 -1.0140 -7.0137
C: -4.3317 0.3806 -6.6786
O: -3.1904 0.3196 -5.8217
C: -1.9728 0.5284 -6.5254
H: -2.3448 -3.0325 -7.6880
H: -2.7647 -2.2479 -6.1532
H: -3.8090 -3.5384 -6.8204
H: -5.0894 -1.5721 -6.1020
H: -5.7685 -0.9160 -7.6002
H: -5.1109 0.9229 -6.1345
H: -4.1040 0.9427 -7.5907
H: -1.8741 1.5875 -6.7872
H: -1.9147 -0.0803 -7.4302
H: -1.1468 0.2552 -5.8671
C: 0.8089 0.4018 1.0156
O: 0.3977 1.7363 1.2890
C: -1.0233 1.8595 1.3771
C: -1.4853 1.9368 2.8281
O: -1.2563 0.7057 3.5109
C: -0.1087 0.7546 4.3464
H: 1.8864 0.3350 1.1771
H: 0.3150 -0.3164 1.6753
H: 0.6039 0.1610 -0.0235
H: -1.5195 1.0362 0.8519
H: -1.2944 2.7931 0.8718
H: -2.5649 2.1148 2.8435
H: -0.9990 2.7684 3.3501
H: -0.3247 1.3514 5.2383
H: 0.7567 1.1721 3.8258
H: 0.1292 -0.2639 4.6598
C: -6.3283 4.4387 6.2751
O: -7.3407 4.3567 5.2809
C: -6.9284 4.9211 4.0379
C: -6.5406 3.8366 3.0383
O: -5.3612 3.1467 3.4511
C: -5.6494 1.8802 4.0279
H: -6.6226 3.8051 7.1137
H: -5.3617 4.0920 5.9000
H: -6.2391 5.4697 6.6295
H: -6.1064 5.6305 4.1845
H: -7.7845 5.4759 3.6399
H: -6.3140 4.3095 2.0775
H: -7.3675 3.1354 2.8822
H: -5.9375 1.1734 3.2428
H: -6.4436 1.9432 4.7748
H: -4.7427 1.5106 4.5118
C: 4.8520 -4.9173 5.6333
O: 3.8284 -5.0189 4.6522
C: 4.2230 -4.4691 3.3967
C: 4.6062 -5.5665 2.4079
O: 5.7938 -6.2415 2.8182
C: 5.5213 -7.5009 3.4173
H: 4.5714 -5.5410 6.4839
H: 5.8161 -5.2634 5.2517
H: 4.9391 -3.8808 5.9726
H: 5.0425 -3.7524 3.5238
H: 3.3591 -3.9251 3.0011
H: 4.8190 -5.1071 1.4382
H: 3.7821 -6.2754 2.2712
H: 5.2296 -8.2224 2.6471
H: 4.7348 -7.4312 4.1719
H: 6.4357 -7.8559 3.8967

Summary:
maximum force: 5.70 eV Å⁻¹
gap between HOMO and LUMO: 6.042 eV
HOMO level: -0.39331 Ha
LUMO level: -4.6607 eV
total charge: +1

(4)
The following is a DFT calculation (wB97M-V/def2-TZVPD) of 3 unconnected molecules or ions with the total composition C31H58ClN2O4P3S at a distorted geometry.

Element x y z (Å)
C: 5.7313 -2.9589 2.2664
C: 5.0625 -1.7445 2.5426
C: 4.5268 -0.2828 3.1528
C: 3.9966 0.6991 1.9055
O: 3.6241 2.0466 2.3433
C: 2.1620 2.2121 2.5077
S: 1.9960 3.8820 3.4281
C: 1.4558 1.1105 3.4972
C: -0.1552 1.2950 3.7203
C: -0.5786 2.1644 5.0513
O: -2.0072 1.9247 5.3939
C: -2.1331 1.0620 6.5813
C: -3.0937 -0.2866 6.4050
O: -1.5695 1.2903 7.7825
C: 1.3977 2.2246 1.0395
C: 0.2961 3.4181 0.8499
C: 0.9419 4.8336 0.2346
C: 0.1131 6.0419 1.0425
Cl: 0.5834 5.0823 -1.5700
O: 0.7906 0.9365 0.6662
C: 0.7712 0.7245 -0.7888
P: 2.4214 0.1403 -1.5500
C: 3.0899 1.7056 -2.4977
C: 1.8775 -1.0415 -2.9991
P: -0.6873 -0.5202 -1.1344
C: -1.6544 0.1232 -2.6929
C: -3.2390 -0.3053 -2.6972
C: -1.8666 -0.2973 0.3720
C: -1.3362 -1.3109 1.5836
P: 5.5835 0.9375 0.7994
C: 5.6780 2.7052 0.0892
C: 5.7172 -0.4196 -0.5324
H: 6.3407 -3.9819 2.3455
H: 5.3842 0.2960 3.7027
H: 3.6475 -0.5725 3.8946
H: 3.1563 0.0881 1.3688
H: 3.3112 4.3484 3.7374
H: 1.9648 1.2564 4.5674
H: 1.6402 -0.0096 3.2096
H: -0.5913 0.1986 3.9015
H: -0.7454 1.7197 2.8035
H: 0.1520 2.0536 5.9587
H: -0.5296 3.3105 4.7212
H: -3.4278 -0.4545 5.2714
H: -2.4885 -1.2577 6.7093
H: -4.0448 -0.1050 7.0778
H: 2.2627 2.4223 0.2405
H: -0.3765 3.6236 1.8128
H: -0.4885 3.0759 0.0172
H: 2.0883 4.8872 0.5163
H: 0.1759 7.0326 0.4226
H: 0.4930 6.1274 2.1478
H: -1.0035 5.6288 1.1115
H: 0.4576 1.7075 -1.3896
H: 3.5608 2.4461 -1.7082
H: 3.8113 1.4291 -3.3783
H: 2.1117 2.2576 -2.8981
H: 2.7741 -1.3474 -3.6938
H: 1.1340 -0.3818 -3.6513
H: 1.3301 -2.0081 -2.5766
H: -1.1850 -0.3199 -3.6966
H: -1.6033 1.3023 -2.7939
H: -3.5239 -1.1444 -1.9221
H: -3.4845 -0.7590 -3.7671
H: -3.9721 0.6284 -2.5858
H: -2.9959 -0.5400 0.1095
H: -1.8586 0.7999 0.8184
H: -1.6969 -2.4145 1.3539
H: -0.1673 -1.3185 1.6700
H: -1.8689 -0.9602 2.5675
H: 4.9153 3.4748 0.5767
H: 5.6422 2.7529 -1.1025
H: 6.7594 3.1269 0.3689
H: 4.9601 -1.3062 -0.4321
H: 6.8221 -0.8600 -0.6007
H: 5.5372 0.1064 -1.5879
C: -0.5569 -1.9686 -6.9090
C: -1.3228 -3.2728 -6.7298
C: -1.5272 -3.6544 -5.2643
C: -0.2597 -3.9468 -4.5821
N: 0.7425 -4.1727 -4.0418
H: 0.4600 -2.0421 -6.5111
H: -0.4803 -1.7210 -7.9724
H: -1.0659 -1.1417 -6.4038
H: -0.7966 -4.0756 -7.2601
H: -2.3060 -3.1670 -7.2037
H: -2.1681 -4.5427 -5.2163
H: -2.0572 -2.8524 -4.7383
C: -6.3282 -2.8411 0.0983
C: -6.7803 -4.1422 -0.5515
C: -5.6272 -4.9528 -1.1416
C: -4.9748 -4.2613 -2.2612
N: -4.4560 -3.7122 -3.1426
H: -5.8757 -2.1633 -0.6322
H: -7.1852 -2.3257 0.5432
H: -5.5975 -3.0312 0.8910
H: -7.5219 -3.9187 -1.3278
H: -7.2848 -4.7531 0.2067
H: -6.0165 -5.9139 -1.4978
H: -4.8901 -5.1785 -0.3626

Summary:
maximum force: 9.64 eV Å⁻¹
gap between HOMO and LUMO: 7.869 eV
HOMO level: -0.27410 Ha
LUMO level: 0.4108 eV